[1]
ORCA calculation (ωB97M-V with the def2-TZVPD basis set) on C27H26N4O in the gas phase.

Output
**2S+1**: 1
**Lowest unoccupied orbital energy**: -0.2 eV
**Energy relative to the best compared isomer or geometry (same formula, charge and spin)**: 10.59 kJ/mol
**Calculated total energy**: -1338.77479 Ha

Each line ends with the Mulliken charge.
Element x y z (Å)
C: 0.052 -3.177 1.019  -1.580
C: -0.687 -3.136 -0.283  1.334
C: -2.075 -3.191 -0.300  -0.823
C: -2.782 -3.182 -1.490  -0.581
C: -2.102 -3.097 -2.691  -0.764
C: -0.720 -3.036 -2.688  -0.834
C: -0.003 -3.065 -1.501  0.879
C: 1.503 -3.032 -1.533  -1.479
N: 2.017 -1.840 -0.887  0.723
C: 1.660 -0.627 -1.598  -0.676
C: 2.371 0.571 -0.940  -1.042
N: 2.721 0.229 0.416  0.206
C: 1.918 0.465 1.482  0.239
O: 2.113 -0.018 2.580  -0.675
C: 0.786 1.419 1.235  0.351
C: -0.476 0.949 0.984  -0.324
C: -1.535 1.873 0.820  0.131
C: -2.906 1.421 0.541  0.040
C: -3.185 0.227 -0.120  0.042
C: -4.511 -0.108 -0.342  -0.521
N: -5.533 0.638 0.039  -0.645
C: -5.268 1.776 0.660  -0.417
C: -3.985 2.215 0.932  -0.485
N: -1.360 3.170 0.914  -0.626
C: -0.135 3.659 1.167  -0.086
C: 0.029 5.057 1.264  -0.539
C: 1.261 5.589 1.522  -0.548
C: 2.379 4.756 1.694  -0.759
C: 2.254 3.397 1.603  -0.825
C: 0.999 2.817 1.338  1.277
C: 3.714 -0.823 0.497  -0.991
C: 3.436 -1.870 -0.597  -0.788
H: 0.775 -2.368 1.080  0.192
H: 0.601 -4.115 1.107  0.401
H: -0.638 -3.106 1.856  0.377
H: -2.612 -3.249 0.637  0.325
H: -3.860 -3.244 -1.478  0.624
H: -2.643 -3.083 -3.626  0.414
H: -0.186 -2.976 -3.627  0.388
H: 1.890 -3.897 -0.986  0.436
H: 1.851 -3.108 -2.580  0.360
H: 0.575 -0.510 -1.536  0.256
H: 1.936 -0.680 -2.668  0.447
H: 3.300 0.804 -1.471  0.451
H: 1.737 1.457 -0.959  0.417
H: -0.665 -0.112 0.934  0.805
H: -2.400 -0.424 -0.473  0.374
H: -4.768 -1.024 -0.856  0.366
H: -6.132 2.359 0.951  0.381
H: -3.800 3.149 1.437  0.468
H: -0.843 5.678 1.132  0.473
H: 1.385 6.659 1.599  0.393
H: 3.341 5.199 1.901  0.407
H: 3.108 2.750 1.743  0.476
H: 4.716 -0.396 0.380  0.286
H: 3.628 -1.261 1.493  0.503
H: 3.707 -2.861 -0.230  0.395
H: 4.044 -1.665 -1.496  0.376

---

[2]
ORCA calculation (ωB97M-V with the def2-TZVPD basis set) on a molecular structure, C29H29BN7O3S4Zn.

Output
**2S+1**: 1
**Lowest unoccupied orbital energy**: 2.5 eV
**Energy relative to the best compared isomer or geometry (same formula, charge and spin)**: 30.36 kJ/mol
**Net charge**: -1
**Calculated total energy**: -5128.64563 Ha

Each line ends with the Mulliken charge.
Element x y z (Å)
Zn: 0.139 0.957 -0.173  0.934
C: -1.716 -7.233 0.239  -1.510
C: -0.941 -5.956 0.040  1.097
C: -1.587 -4.724 0.116  -0.774
C: -0.892 -3.541 -0.079  -0.441
C: 0.466 -3.583 -0.352  -0.031
C: 1.123 -4.798 -0.433  -0.692
C: 0.421 -5.979 -0.241  -0.806
S: 1.433 -2.065 -0.430  1.316
O: 1.772 -1.779 0.933  -0.742
O: 2.544 -2.333 -1.314  -0.772
N: 0.373 -0.990 -0.978  0.213
C: 0.005 -1.059 -2.306  0.219
C: 0.502 -1.935 -3.264  -0.606
C: 0.043 -1.913 -4.588  -0.948
C: -0.910 -1.029 -5.006  -0.991
C: -1.441 -0.109 -4.080  1.268
C: -2.384 0.877 -4.437  -0.760
C: -2.848 1.748 -3.495  -0.996
C: -2.383 1.626 -2.175  -0.159
N: -1.503 0.726 -1.809  0.078
C: -1.012 -0.137 -2.729  0.278
H: -2.459 -7.120 1.028  0.361
H: -1.054 -8.058 0.499  0.370
H: -2.244 -7.501 -0.679  0.287
H: -2.648 -4.697 0.339  0.372
H: -1.387 -2.579 -0.020  0.537
H: 2.186 -4.800 -0.641  0.457
H: 0.935 -6.931 -0.305  0.332
H: 1.299 -2.608 -2.995  0.547
H: 0.478 -2.610 -5.295  0.375
H: -1.249 -0.997 -6.035  0.354
H: -2.708 0.932 -5.470  0.392
H: -3.550 2.531 -3.745  0.419
H: -2.731 2.302 -1.406  0.367
O: 2.270 1.005 -0.223  -0.499
N: 3.036 1.798 -0.914  0.481
C: 4.367 1.719 -0.723  -0.223
C: 5.248 2.546 -1.372  -0.733
C: 4.747 3.510 -2.249  -0.194
C: 3.390 3.570 -2.458  -0.836
C: 2.503 2.680 -1.825  0.242
S: 0.838 2.634 -2.138  -0.400
H: 4.669 0.951 -0.027  0.434
H: 6.308 2.434 -1.199  0.391
H: 5.416 4.190 -2.760  0.367
H: 2.951 4.293 -3.129  0.420
C: -0.622 -2.066 3.295  -0.857
N: -1.376 -0.866 3.560  0.272
C: -2.544 -0.844 4.285  -0.459
C: -2.902 0.449 4.397  -0.747
N: -1.964 1.225 3.763  0.455
B: -2.120 2.789 3.873  0.345
N: -0.945 3.534 3.228  -0.200
C: 0.044 4.190 3.919  -0.610
C: 0.847 4.806 3.028  -0.445
N: 0.342 4.516 1.776  0.426
C: 0.869 5.050 0.546  -0.905
C: -0.743 3.706 1.913  -0.223
S: -1.650 3.026 0.648  -0.443
C: -1.023 0.418 3.230  -0.050
S: 0.439 0.801 2.403  -0.462
H: -1.260 -2.812 2.821  0.330
H: -0.226 -2.474 4.228  0.311
H: 0.203 -1.826 2.635  0.138
H: -3.005 -1.747 4.645  0.449
H: -3.747 0.894 4.895  0.460
H: -2.115 3.054 5.054  -0.230
H: -3.146 3.102 3.329  -0.111
H: 0.090 4.166 4.993  0.457
H: 1.739 5.393 3.150  0.460
H: 0.713 6.131 0.507  0.329
H: 0.352 4.584 -0.285  0.175
H: 1.935 4.836 0.465  0.338

---

[3]
ORCA calculation (ωB97M-V with the def2-TZVPD basis set) on 3 unconnected molecules or ions with the total composition C2H11N2O2 at a distorted geometry.

Output
**2S+1**: 1
**Lowest unoccupied orbital energy**: -2.8 eV
**Energy relative to the best compared isomer or geometry (same formula, charge and spin)**: 115.58 kJ/mol
**Net charge**: +1
**Calculated total energy**: -342.54442 Ha

Each line ends with the Mulliken charge.
Element x y z (Å)
C: 0.067 0.606 0.721  -0.481
C: -0.969 0.651 1.579  0.061
N: -1.231 1.493 2.591  -0.381
N: -0.138 -0.120 -0.536  -0.134
H: 0.980 1.140 0.919  0.324
H: -1.736 -0.119 1.495  0.275
H: -2.142 1.481 3.014  0.216
H: -0.604 2.168 2.995  0.200
H: -1.098 -0.059 -0.878  0.426
H: 0.383 0.274 -1.333  0.200
H: 0.087 -1.120 -0.437  0.377
H: -0.353 -3.634 -0.391  0.322
H: 1.002 -3.628 -0.944  0.319
O: 0.265 -3.029 -0.827  -0.682
H: 1.183 1.787 -2.930  0.316
H: 2.395 0.921 -3.035  0.309
O: 1.579 1.003 -2.526  -0.668

---

[4]
ORCA calculation (ωB97M-V with the def2-TZVPD basis set) on 2 unconnected molecules or ions with the total composition C43H44BN3O5 at a distorted geometry.

Output
**2S+1**: 1
**Lowest unoccupied orbital energy**: -3.4 eV
**Energy relative to the best compared isomer or geometry (same formula, charge and spin)**: 24.26 kJ/mol
**Calculated total energy**: -2230.10821 Ha

Each line ends with the Mulliken charge.
Element x y z (Å)
C: -4.463 -3.861 4.921  -1.289
C: -3.093 -3.454 5.141  0.426
C: -2.242 -3.456 6.218  -1.052
C: -1.010 -2.883 5.762  -0.497
C: -1.163 -2.527 4.438  0.579
B: -0.257 -1.609 3.433  0.307
C: 0.620 -0.726 4.398  0.817
C: 0.679 0.608 4.685  -0.637
C: 1.756 0.809 5.614  -0.963
C: 2.319 -0.430 5.824  0.333
C: 3.375 -0.935 6.669  -1.263
O: 1.626 -1.360 5.095  -0.461
C: 0.773 -2.636 2.809  0.666
C: 0.651 -4.000 2.679  -0.473
C: 1.960 -4.547 2.499  -1.130
C: 2.827 -3.478 2.492  0.556
C: 4.276 -3.413 2.424  -1.004
O: 2.108 -2.307 2.615  -0.495
C: -1.488 -0.895 2.731  0.687
C: -2.029 -1.062 1.483  -0.951
C: -3.408 -0.661 1.545  -1.081
C: -3.627 -0.221 2.831  0.547
C: -4.847 0.173 3.523  -1.192
O: -2.439 -0.257 3.531  -0.379
O: -2.435 -2.906 4.069  -0.375
H: -4.951 -4.018 5.889  0.361
H: -5.018 -3.102 4.354  0.222
H: -4.505 -4.800 4.349  0.242
H: -2.467 -3.802 7.226  0.404
H: -0.131 -2.729 6.377  0.535
H: 0.004 1.358 4.268  0.509
H: 2.049 1.750 6.066  0.439
H: 4.045 -0.116 6.940  0.373
H: 2.964 -1.351 7.598  0.233
H: 3.952 -1.722 6.175  0.230
H: -0.264 -4.567 2.792  0.576
H: 2.243 -5.594 2.419  0.470
H: 4.659 -4.424 2.236  0.338
H: 4.621 -2.754 1.618  0.087
H: 4.713 -3.070 3.370  0.259
H: -1.504 -1.495 0.637  0.685
H: -4.154 -0.717 0.759  0.456
H: -5.639 0.276 2.769  0.354
H: -5.185 -0.584 4.253  0.185
H: -4.722 1.130 4.045  0.294
C: 0.329 4.015 -6.894  -0.981
N: 0.133 3.534 -5.550  0.229
C: -0.902 3.997 -4.782  0.344
O: -1.691 4.889 -5.082  -0.678
C: -0.886 3.218 -3.471  -0.060
C: -2.190 2.473 -3.160  -0.601
C: -3.334 3.407 -2.848  0.506
C: -4.582 3.223 -3.456  -0.437
C: -5.576 4.190 -3.289  -0.569
C: -5.348 5.301 -2.468  -0.442
C: -4.126 5.433 -1.791  -0.698
C: -3.131 4.462 -1.955  -0.216
N: 0.249 2.314 -3.660  0.548
C: 0.542 1.423 -2.695  0.128
C: 1.546 0.478 -2.804  0.062
C: 1.818 -0.507 -1.862  -1.058
C: 2.957 -1.347 -2.059  0.499
C: 3.528 -2.032 -0.961  0.018
C: 4.756 -2.670 -1.092  -0.386
C: 5.420 -2.694 -2.332  0.324
C: 6.662 -3.398 -2.464  -0.085
N: 7.672 -3.992 -2.544  -0.476
C: 4.855 -2.044 -3.438  -0.843
C: 3.600 -1.460 -3.325  -0.371
C: 0.887 2.413 -4.982  0.064
C: 0.662 1.161 -5.837  -1.468
C: 2.372 2.813 -4.950  -1.497
H: -0.378 4.827 -7.085  0.380
H: 1.352 4.384 -7.038  0.288
H: 0.153 3.210 -7.622  0.323
H: -0.665 3.912 -2.638  0.173
H: -2.445 1.853 -4.029  0.283
H: -2.017 1.794 -2.310  0.583
H: -4.739 2.339 -4.081  0.354
H: -6.526 4.078 -3.813  0.376
H: -6.124 6.054 -2.330  0.373
H: -3.928 6.288 -1.147  0.377
H: -2.177 4.531 -1.421  0.362
H: -0.044 1.469 -1.770  0.778
H: 2.187 0.535 -3.683  -0.296
H: 1.189 -0.609 -0.971  0.716
H: 2.999 -2.021 -0.006  0.315
H: 5.230 -3.142 -0.236  0.524
H: 5.402 -1.998 -4.377  0.444
H: 3.121 -1.088 -4.233  0.488
H: -0.406 1.057 -6.067  0.365
H: 1.229 1.264 -6.769  0.464
H: 0.989 0.255 -5.321  0.375
H: 2.449 3.887 -4.728  0.405
H: 2.945 2.258 -4.204  0.347
H: 2.802 2.629 -5.943  0.420

---

[5]
ORCA calculation (ωB97M-V with the def2-TZVPD basis set) on 10 unconnected molecules or ions with the total composition C9H36N11O12 at a distorted geometry.

Output
**2S+1**: 2
**⟨S²⟩**: 0.7535
**Lowest unoccupied orbital energy (alpha / beta)**: 4.3 / 4.1 eV
**Net charge**: -2
**Calculated total energy**: -1869.64404 Ha

Each line ends with the Mulliken charge.
Element x y z (Å)
N: -8.891 16.959 -14.521  1.020
O: -8.025 16.161 -14.095  -1.012
O: -9.641 16.643 -15.437  -0.870
O: -8.868 18.121 -14.015  -0.986
C: -6.626 16.980 -16.745  0.258
O: -5.812 17.432 -17.765  -0.640
H: -6.051 16.436 -15.996  0.204
H: -6.878 17.877 -16.179  0.088
H: -7.474 16.449 -17.178  -0.233
H: -6.331 18.040 -18.296  0.324
C: -9.450 14.012 -17.795  -0.769
O: -10.319 15.106 -17.538  -0.533
H: -9.703 13.115 -17.229  0.351
H: -9.479 13.533 -18.774  0.377
H: -8.380 14.182 -17.680  0.087
H: -10.142 15.534 -16.697  0.353
C: -7.240 17.161 -10.949  0.498
O: -6.674 17.851 -9.858  -0.589
H: -7.087 16.084 -11.027  0.197
H: -8.320 17.289 -10.875  0.136
H: -6.873 17.632 -11.861  -0.475
H: -5.737 17.990 -10.013  0.300
C: -12.808 16.656 -16.295  -0.455
O: -13.025 17.835 -15.564  -0.592
H: -12.532 15.759 -15.741  0.248
H: -13.634 16.457 -16.978  0.375
H: -12.037 16.827 -17.047  0.035
H: -12.245 18.082 -15.061  0.338
C: -10.795 20.835 -14.991  0.552
O: -11.159 21.882 -15.494  -0.779
N: -10.433 19.787 -15.724  -0.018
N: -10.645 20.667 -13.711  -0.341
H: -10.094 18.998 -15.193  -0.135
H: -10.370 19.868 -16.729  0.077
H: -10.722 21.567 -13.260  0.208
H: -10.224 19.884 -13.233  0.270
C: -5.885 20.170 -14.613  0.408
O: -4.936 20.955 -14.809  -0.779
N: -7.097 20.319 -15.169  -0.249
N: -5.887 19.093 -13.850  -0.093
H: -7.111 21.141 -15.757  0.169
H: -7.899 19.767 -14.901  0.285
H: -5.057 18.885 -13.313  0.179
H: -6.830 18.814 -13.618  -0.007
C: -6.155 12.571 -14.484  0.543
O: -5.903 12.757 -13.345  -0.635
N: -5.721 11.629 -15.231  -0.453
N: -6.822 13.465 -15.106  0.060
H: -5.667 11.924 -16.195  0.226
H: -5.039 11.072 -14.735  0.278
H: -6.666 13.378 -16.100  0.068
H: -7.202 14.255 -14.604  0.004
C: -10.327 17.263 -20.084  0.378
O: -10.502 18.086 -20.937  -0.774
N: -9.365 17.393 -19.197  -0.157
N: -11.155 16.336 -19.874  -0.244
H: -9.277 16.790 -18.392  0.283
H: -8.704 18.139 -19.363  0.096
H: -11.985 16.173 -20.425  0.174
H: -10.950 15.715 -19.105  0.375
C: -10.030 14.394 -11.232  0.400
O: -9.926 15.246 -10.421  -0.578
N: -9.410 14.234 -12.347  0.117
N: -10.688 13.297 -11.054  -0.440
H: -9.686 13.472 -12.950  0.167
H: -8.816 14.982 -12.675  -0.132
H: -10.731 12.693 -11.863  0.200
H: -11.282 13.302 -10.237  0.261

---

[6]
ORCA calculation (ωB97M-V with the def2-TZVPD basis set) on a molecular structure, C33H29BF2LaN4OPS2 at a distorted geometry.

Output
**2S+1**: 1
**Lowest unoccupied orbital energy**: 0.2 eV
**Energy relative to the best compared isomer or geometry (same formula, charge and spin)**: 211.33 kJ/mol
**Calculated total energy**: -2963.25322 Ha

Each line ends with the Mulliken charge.
Element x y z (Å)
La: -0.770 -1.841 1.125  0.954
C: -0.712 2.313 3.548  -1.056
C: -0.664 0.868 3.138  0.829
N: -1.194 0.456 2.033  0.139
N: -1.910 1.407 1.332  -0.641
C: -2.432 1.082 0.194  0.466
S: -2.255 -0.333 -0.774  -0.665
S: -3.571 2.217 -0.523  -0.116
C: -3.503 3.704 0.561  -0.859
C: -2.574 4.729 -0.020  0.270
C: -2.963 5.475 -1.131  -0.605
C: -2.084 6.355 -1.738  -0.504
C: -0.796 6.507 -1.241  -0.504
C: -0.410 5.797 -0.115  -0.520
C: -1.295 4.916 0.491  0.220
C: 0.029 -0.082 4.020  0.270
C: -0.047 0.097 5.407  -0.801
C: 0.618 -0.727 6.287  -0.775
C: 1.414 -1.752 5.785  -0.470
C: 1.506 -1.957 4.428  -0.606
C: 0.808 -1.154 3.507  0.367
O: 0.940 -1.389 2.215  -0.462
H: -0.547 2.941 2.675  -0.244
H: 0.048 2.520 4.296  0.543
H: -1.697 2.568 3.946  0.368
H: -3.186 3.344 1.536  0.175
H: -4.529 4.066 0.601  0.573
H: -3.965 5.355 -1.528  0.384
H: -2.402 6.923 -2.604  0.398
H: -0.099 7.177 -1.730  0.391
H: 0.586 5.935 0.289  0.381
H: -0.992 4.374 1.378  0.330
H: -0.675 0.887 5.798  0.434
H: 0.525 -0.576 7.354  0.402
H: 1.963 -2.396 6.462  0.391
H: 2.118 -2.752 4.020  0.409
N: 0.409 -2.764 -2.401  0.148
P: 1.374 -2.057 -1.174  0.058
C: 3.014 -2.369 -1.944  0.142
C: 3.240 -3.509 -2.711  -0.377
C: 4.467 -3.706 -3.329  -0.565
C: 5.481 -2.775 -3.171  -0.453
C: 5.278 -1.662 -2.366  -0.608
C: 4.053 -1.460 -1.752  -0.566
C: 1.221 -0.274 -1.603  0.320
C: 1.287 0.160 -2.925  -0.394
C: 1.100 1.497 -3.230  -0.839
C: 0.865 2.416 -2.216  -0.435
C: 0.832 1.996 -0.898  -0.404
C: 1.005 0.655 -0.589  -0.302
C: -0.770 -3.455 -2.244  0.345
C: -1.388 -4.020 -3.370  -0.798
C: -2.551 -4.733 -3.203  -0.398
C: -3.076 -4.882 -1.922  -0.855
C: -2.406 -4.298 -0.874  -0.098
N: -1.274 -3.589 -1.016  0.011
H: 0.708 -2.657 -3.358  0.308
H: 2.459 -4.251 -2.823  0.434
H: 4.630 -4.590 -3.931  0.398
H: 6.431 -2.916 -3.670  0.372
H: 6.077 -0.947 -2.217  0.399
H: 3.889 -0.587 -1.132  0.398
H: 1.489 -0.548 -3.721  0.271
H: 1.135 1.826 -4.261  0.407
H: 0.710 3.461 -2.454  0.449
H: 0.659 2.709 -0.104  0.344
H: 0.996 0.335 0.447  0.796
H: -0.940 -3.889 -4.347  0.376
H: -3.044 -5.180 -4.056  0.418
H: -3.984 -5.440 -1.744  0.421
H: -2.773 -4.399 0.141  0.249
F: -1.911 -4.715 2.506  -0.261
B: -1.830 -3.359 2.673  0.667
F: -2.144 -3.078 3.963  -0.247

---

- Which value of 2S+1 does entry 6 give?
  1

---

- Which value of calculated total energy does entry 4 give?
  -2230.10821 Ha

---

- The lowest calculated total energy belongs to which entry?
  C29H29BN7O3S4Zn

---

- Which of these has the highest 2S+1?
  C9H36N11O12